[1]
DFT (wB97M-V/def2-TZVPD) results for 11 unconnected molecules or ions with the total composition C99H209N11O11 at a distorted geometry.

As for the HOMO energy: -7.99 eV. Its strongest force on any atom is 3.59 eV/Å. For the gap between HOMO and LUMO, the calculation gives 8.4 eV. Its multiplicity is 1.

Geometry (Å):
C (-1.066, -2.061, 5.023)
H (-5.169, -0.259, 0.067)
C (-5.167, 4.400, 3.808)
H (-7.371, 0.723, -2.520)
H (-0.983, 8.366, -1.294)
C (-5.540, -1.697, 1.716)
C (-0.860, -0.243, -2.087)
O (4.135, 2.138, -2.412)
C (-7.055, -2.955, -4.530)
H (-3.126, 6.995, -1.618)
H (8.489, 2.238, -2.858)
C (7.689, -4.001, -0.750)
H (-1.611, -2.949, 4.773)
H (7.121, 2.951, 6.398)
N (7.108, -3.571, -2.013)
C (3.139, 0.928, -6.423)
C (0.543, 0.490, -6.605)
N (-2.379, -4.731, -1.173)
H (-5.400, -1.545, -6.563)
C (-4.672, -2.839, 2.387)
C (-7.882, -1.365, 3.957)
H (4.635, -4.778, 0.708)
H (-1.017, -1.288, -2.462)
H (6.769, 4.801, -2.926)
H (-2.339, -7.610, -1.382)
H (-8.445, 0.409, -4.012)
H (-1.667, -5.539, -4.039)
C (6.229, 3.534, 6.095)
C (-4.652, -1.046, 0.681)
H (-8.021, -3.440, -4.128)
C (-5.350, -3.460, 3.623)
H (6.768, 0.952, -4.292)
H (0.014, 6.421, 0.737)
H (7.622, 0.412, -0.590)
C (-6.255, 3.989, 2.841)
H (4.587, -3.866, -4.166)
C (-2.443, 7.203, -2.541)
H (-6.340, -2.910, 5.381)
C (-7.068, -1.460, -4.101)
H (-0.752, -1.735, 1.029)
C (1.918, -1.868, -5.698)
H (3.246, 2.019, -6.576)
H (3.198, -3.162, -6.795)
H (1.686, -1.609, 1.127)
H (-3.857, -6.948, 0.708)
H (-4.273, -3.581, 1.711)
N (0.364, 0.843, -0.266)
O (-0.739, 1.739, -0.151)
H (-1.722, -1.220, 4.640)
C (5.824, 2.991, 4.713)
C (-1.193, -1.088, 0.272)
H (6.324, -0.351, 6.824)
H (-0.438, 0.677, 4.724)
C (7.578, 0.642, -1.708)
H (3.235, 0.356, -7.349)
H (9.336, 1.629, -1.471)
H (-1.313, 1.957, 7.421)
H (7.987, 1.318, 5.409)
H (-2.294, -3.198, -3.843)
H (-1.017, 0.733, 8.647)
C (8.351, 1.923, -1.830)
H (-6.436, -0.261, 5.988)
N (5.374, 1.918, -1.779)
C (-4.540, -5.085, -2.061)
H (-3.790, -2.191, 2.659)
C (5.092, 4.070, 4.014)
C (-6.861, 3.221, 0.615)
H (-4.499, -5.385, 0.613)
H (3.542, 2.018, -1.639)
H (-5.670, -6.407, -1.101)
C (-6.381, -1.140, 4.112)
H (6.770, -0.857, 4.720)
H (-0.712, -6.945, -1.032)
C (5.355, -3.317, -3.627)
H (4.258, -1.405, 5.262)
C (1.366, 1.876, -4.777)
H (0.704, -3.096, -4.258)
H (6.224, 1.364, 7.073)
H (0.292, 2.072, 5.430)
H (-2.754, 4.153, 1.045)
C (6.601, -3.941, 0.316)
H (6.885, -5.679, -3.815)
H (-5.837, 1.828, -5.797)
H (-8.103, -0.388, -5.641)
C (-6.590, 0.105, -2.138)
H (5.489, 3.383, 6.836)
C (6.072, -5.601, -3.085)
C (-5.705, 1.675, -4.765)
H (-0.550, 2.577, -0.638)
H (2.173, 2.364, -4.194)
H (1.888, -1.889, 6.969)
C (-1.446, 3.823, -3.982)
H (-3.487, 3.719, -2.308)
H (-3.138, 1.015, -3.840)
H (-2.221, -1.509, 8.240)
H (-2.298, -4.259, 1.208)
H (-1.820, 0.313, -2.033)
C (6.044, 0.686, -2.207)
H (-4.998, -4.158, -1.577)
H (-0.791, 4.947, 0.243)
H (1.562, 7.609, -0.875)
H (-4.826, -2.083, 5.226)
C (-0.226, -0.409, -0.749)
C (-0.895, -1.865, 6.548)
H (6.729, 2.517, 2.841)
H (-7.833, -1.776, -2.161)
H (-3.438, 0.749, 3.213)
H (-6.666, 3.002, 3.142)
H (-2.115, 3.204, -1.409)
H (-2.020, 1.749, 3.558)
H (2.863, -1.955, -0.059)
C (0.136, 0.447, 6.893)
H (-7.017, 4.723, 2.743)
H (4.526, -3.113, -1.158)
C (6.023, 0.424, -3.707)
H (0.559, 1.631, -4.052)
H (2.969, 0.160, -3.429)
C (-6.909, -1.329, -2.611)
H (6.984, -4.135, 1.320)
H (-4.735, 5.345, 3.610)
C (-6.135, 0.032, 4.995)
C (-6.787, -2.147, 1.066)
C (1.685, -3.001, -4.658)
H (1.613, 6.727, -2.296)
H (0.614, -2.322, -1.238)
C (5.316, 0.542, 5.225)
H (3.298, 0.429, 1.189)
N (4.927, 1.854, 4.745)
O (2.981, -0.546, -4.048)
O (3.809, 2.227, 5.508)
H (5.975, -1.445, -1.668)
H (-3.313, 3.714, 4.593)
H (-0.443, 7.912, -2.862)
H (-0.795, 4.236, -4.737)
C (-5.675, -2.387, 4.671)
H (-6.577, 0.882, 4.556)
H (0.913, 2.576, -5.501)
H (-1.563, -7.755, 0.203)
C (0.868, 0.659, 2.244)
H (1.049, -2.819, -7.316)
H (-5.173, 2.435, -4.231)
H (-5.678, 4.586, 4.800)
N (-5.741, -0.821, 2.845)
H (-5.778, 1.060, 2.091)
C (0.982, -1.280, -0.956)
H (-7.462, 4.102, 0.516)
C (5.705, 0.468, 6.693)
H (7.775, 3.352, 3.912)
H (-4.292, 5.451, 1.498)
C (-2.550, 4.118, -1.829)
H (1.752, 5.795, -0.783)
H (3.977, 0.584, -5.864)
H (-0.096, 1.047, 2.431)
H (3.549, -1.504, -7.071)
C (-0.257, 6.357, -1.370)
C (-4.148, 3.352, 3.978)
C (-0.580, -3.284, 7.224)
H (-0.246, -0.918, -8.165)
H (4.191, 4.365, 4.514)
H (6.227, -6.404, -2.367)
C (-2.796, 1.558, 2.852)
C (-8.306, -0.575, -4.593)
H (0.945, 3.707, -2.363)
H (1.478, -0.936, -1.897)
H (-3.871, -2.997, -3.607)
H (5.770, 4.924, 3.817)
C (-3.610, 0.263, -4.501)
H (-6.217, -4.126, 3.353)
C (-1.014, 7.543, -2.008)
O (-6.016, -0.960, -6.127)
H (-2.764, 4.878, 2.576)
H (-7.384, 2.426, 1.074)
H (-2.405, 3.528, -4.371)
H (-2.646, 0.574, 6.016)
H (-6.658, -2.888, 0.260)
H (5.115, -5.876, -3.566)
H (-6.063, -1.842, -2.222)
H (7.578, -6.255, -0.720)
C (2.512, 0.163, 0.406)
H (-1.688, 6.402, 0.292)
C (8.285, -5.451, -0.724)
C (1.328, 1.033, 0.805)
H (6.220, -3.175, -4.393)
H (1.880, -4.015, -5.113)
C (6.526, 0.150, 4.316)
H (8.462, 0.944, 3.704)
H (-0.139, -1.991, 4.445)
H (0.361, 1.367, -7.214)
C (6.154, 3.158, -1.709)
C (1.256, 6.637, -1.308)
H (-4.777, 4.675, -0.159)
H (-4.571, -0.357, -2.207)
H (8.396, -2.908, -3.228)
H (-2.939, 4.779, -1.114)
H (-3.156, -0.705, -4.237)
H (4.474, 4.399, -1.550)
H (-0.111, 0.164, -2.702)
H (-5.082, 0.228, 4.998)
H (-1.915, -1.739, -0.306)
C (5.299, 4.127, -0.905)
H (-4.418, -1.810, -0.048)
C (-2.618, 3.983, 2.060)
H (-9.202, -1.170, -4.596)
H (7.997, -0.113, -2.331)
C (2.053, -1.245, 0.194)
H (5.827, -5.774, -0.251)
H (8.988, -5.560, -1.531)
N (-0.379, 5.236, -2.319)
H (8.429, -2.003, -0.040)
H (-8.310, -1.182, 4.933)
O (-6.412, 0.362, 2.322)
H (5.995, -0.634, -3.943)
H (-0.515, -5.194, -1.654)
H (8.004, 4.027, -1.340)
C (0.806, -1.903, -6.726)
H (6.422, 4.611, 5.962)
H (6.190, -2.930, 0.422)
N (-5.772, -0.936, -4.704)
H (6.337, -0.015, 3.269)
H (-6.692, 0.234, -1.067)
H (5.198, 0.931, -4.139)
C (6.355, 3.833, -3.064)
C (7.541, 3.017, -1.083)
H (-8.265, -0.607, 3.180)
H (7.019, 3.291, -3.787)
H (1.822, 2.870, -0.169)
C (-1.734, -7.072, -0.654)
H (-1.700, 6.346, -4.281)
O (-1.039, -4.355, -1.362)
H (1.424, -0.461, -8.175)
C (-1.781, -5.156, 1.100)
H (1.201, 0.722, 8.795)
H (5.807, 5.042, -0.576)
H (3.792, -0.367, 3.954)
H (-2.804, 8.163, -2.974)
H (9.141, -3.556, 0.732)
C (-3.011, -3.370, -3.058)
H (-0.264, 0.328, -5.933)
C (1.313, 0.998, 7.721)
C (-5.122, 5.023, 0.845)
C (1.687, 2.517, 0.848)
H (2.814, 0.599, -0.587)
C (7.637, 1.228, 4.361)
C (5.861, -4.212, -2.478)
C (-5.205, 0.408, -2.727)
H (-2.834, -2.566, -2.382)
H (-0.324, -2.997, 8.210)
H (-5.182, -5.150, -2.949)
C (0.359, 0.940, 5.454)
C (5.428, -4.749, -0.072)
H (8.770, -5.654, 0.257)
H (-3.367, 0.384, 7.621)
H (-3.082, -1.816, 6.786)
H (4.771, 0.361, 7.271)
H (-5.861, 5.849, 0.779)
H (-1.882, -5.777, 2.057)
O (8.150, -3.818, -3.057)
H (4.936, -2.348, -3.336)
H (5.407, 3.649, -3.653)
C (4.871, -4.167, -1.365)
C (-2.436, 0.173, 7.014)
H (-3.407, 0.493, -5.572)
H (0.253, -3.800, 6.720)
H (4.017, -2.251, -5.567)
H (7.552, 2.810, 0.018)
H (2.327, 0.625, 7.418)
C (0.588, -0.697, -7.505)
H (9.669, -3.114, -0.886)
N (-4.722, 2.606, 1.715)
H (4.745, 3.729, 3.025)
C (8.802, -3.072, -0.203)
H (3.034, 2.286, 4.903)
H (-2.471, -6.818, -3.241)
H (-2.389, 1.143, 1.874)
H (-1.554, 3.695, 2.205)
H (2.422, -3.001, -3.847)
C (1.780, 0.607, -5.709)
H (1.465, 2.081, 7.597)
H (-4.638, -4.140, 4.068)
H (4.872, 3.663, 0.006)
H (-0.935, 2.992, -3.561)
C (-5.144, 0.316, -4.239)
H (-3.329, -5.904, -4.366)
H (-3.705, -0.668, 1.062)
C (5.420, -0.509, -1.404)
C (-1.719, 4.858, -2.898)
C (-4.650, -6.303, -1.260)
C (-2.216, -1.309, 7.126)
H (-6.242, -3.511, -4.118)
C (-3.578, 2.901, 2.640)
H (-3.373, 5.858, -3.850)
C (-5.699, 3.709, 1.451)
H (-3.887, 1.407, 0.390)
H (0.822, 2.983, 1.301)
H (1.605, 1.172, 2.847)
C (-2.630, -5.813, -3.558)
H (-7.496, -2.515, 1.786)
C (3.273, -2.210, -6.344)
H (-8.084, -2.444, 3.811)
C (-3.916, -6.133, 0.069)
H (-4.165, -7.068, -1.919)
H (0.926, -0.398, 2.536)
O (0.223, 4.056, -1.785)
H (-4.636, 2.459, 4.513)
O (-4.218, 2.345, 0.426)
H (-0.711, -5.011, 0.965)
H (3.284, 0.005, 5.583)
H (-7.112, -3.112, -5.614)
H (-6.709, 1.870, -4.266)
C (-1.164, 0.876, 7.538)
H (4.339, -0.603, -1.572)
H (-1.381, -4.012, 7.245)
H (4.039, -4.701, -1.837)
H (-1.681, -0.308, 0.840)
H (-6.619, 2.917, -0.387)
H (-0.090, -2.170, -6.228)
N (0.183, -1.003, 7.007)
N (1.844, -0.593, -4.887)
C (-2.408, 6.065, -3.505)
H (2.579, 2.673, 1.419)
C (-3.097, -4.826, -2.487)
H (1.358, 0.643, 5.060)
H (5.579, -0.439, -0.343)
C (7.029, 2.570, 3.887)
H (-7.250, -1.303, 0.636)
C (-2.448, -5.811, -0.194)
C (4.077, -0.374, 4.999)
H (-4.881, 1.429, -2.486)
C (-0.706, 6.024, 0.082)
O (1.389, -1.355, 6.334)

Results of the Mulliken charge analysis, in e, for atoms 1 through 5: number 1, C, carries -1.50; number 2, H, carries -1.68; number 3, C, carries -1.03; number 4, H, carries 0.96; number 5, H, carries 0.40

---

[2]
DFT (wB97M-V/def2-TZVPD) results for a single C9H10 molecule at a distorted geometry.

As for the HOMO energy (spin up / spin down): -7.53 / -7.33 eV. Its strongest force on any atom is 4.49 eV/Å. For the gap between HOMO and LUMO (spin up / spin down), the calculation gives 7.1 / 8.1 eV. Its multiplicity is 1.

Geometry (Å):
H (0.301, 1.873, -1.467)
C (0.196, 0.851, -1.207)
H (-1.760, 1.168, -2.161)
H (-1.421, -1.009, 1.797)
C (1.207, 0.377, -0.193)
H (-2.860, -0.331, -0.261)
C (0.440, -0.407, 0.817)
C (1.159, -1.101, 1.691)
H (0.849, -1.719, 2.554)
H (-1.362, 0.719, 1.266)
C (3.751, 0.792, -0.642)
C (-1.053, -0.299, 0.961)
H (0.589, 0.435, -2.123)
C (-1.803, -0.443, -0.403)
C (-1.268, 0.530, -1.469)
H (-1.729, -1.459, -0.848)
H (2.322, -0.975, 1.528)
H (4.802, 0.633, -0.617)
C (2.556, 0.565, -0.428)

Results of the natural (NBO) charge analysis, in e, for atoms 1 through 5: number 1, H, carries 0.24; number 2, C, carries -0.54; number 3, H, carries 0.20; number 4, H, carries 0.23; number 5, C, carries -0.07

---

[3]
DFT (wB97M-V/def2-TZVPD) results for a molecular structure, C9H10AsBO3ReS4 at a distorted geometry.

As for the HOMO energy: -11.40 eV. Its strongest force on any atom is 2.53 eV/Å. The total charge is +1. For the gap between HOMO and LUMO, the calculation gives 6.0 eV. Its multiplicity is 1.

Geometry (Å):
O (-13.982, -7.528, -4.297)
O (-11.138, -6.631, -3.555)
S (-11.425, -13.516, -4.370)
Re (-12.838, -9.054, -2.243)
H (-15.880, -6.611, -2.798)
H (-14.487, -5.520, -4.618)
C (-15.027, -6.906, -2.203)
H (-15.810, -6.633, -5.010)
H (-15.338, -7.455, -1.327)
H (-9.662, -4.692, -4.991)
C (-8.353, -4.157, -1.883)
As (-11.930, -11.714, -3.812)
S (-13.846, -10.798, -3.601)
C (-9.911, -5.893, -1.810)
O (-10.733, -6.897, -1.342)
C (-9.009, -5.107, -1.106)
H (-14.435, -6.559, -6.036)
S (-10.853, -10.058, -2.962)
H (-8.825, -5.222, -0.042)
H (-14.463, -6.015, -1.882)
H (-7.615, -3.501, -1.436)
C (-10.141, -5.760, -3.169)
S (-13.242, -9.287, -0.298)
C (-14.745, -6.499, -5.005)
B (-11.442, -7.376, -2.420)
C (-9.476, -4.794, -3.930)
H (-8.087, -3.235, -3.821)
C (-14.055, -7.707, -3.014)
C (-8.560, -4.015, -3.247)

Results of the natural (NBO) charge analysis, in e, for atoms 1 through 5: number 1, O, carries -0.46; number 2, O, carries -0.66; number 3, S, carries -0.21; number 4, Re, carries 0.23; number 5, H, carries 0.25

---

[4]
DFT (wB97M-V/def2-TZVPD) results for a single C9H10Br2O molecule at a distorted geometry.

As for the HOMO energy (spin up / spin down): -6.32 / -8.67 eV. Its strongest force on any atom is 5.39 eV/Å. For the gap between HOMO and LUMO (spin up / spin down), the calculation gives 5.4 / 9.1 eV. Its multiplicity is 1.

Geometry (Å):
H (0.923, -0.759, -1.155)
H (-1.742, -1.301, -1.228)
H (0.280, 3.708, -0.694)
H (0.831, -2.986, 1.707)
H (-0.969, 3.676, -2.043)
C (-0.173, -0.533, 2.144)
H (-0.688, -3.099, 0.670)
C (-1.211, -0.331, -1.092)
C (-0.506, 1.798, -1.092)
C (1.364, -0.417, 1.781)
C (0.322, -2.570, 0.847)
H (-2.539, 1.290, -1.623)
H (2.087, -1.077, 2.258)
Br (-0.925, -1.569, 3.565)
C (0.147, -0.227, -0.469)
H (1.525, 0.634, 1.604)
H (0.780, 2.892, -2.066)
Br (1.455, -3.259, -0.649)
C (-0.154, 3.149, -1.528)
O (0.506, 1.077, -0.580)
C (0.318, -1.055, 0.889)
C (-1.633, 0.960, -1.247)

Results of the natural (NBO) charge analysis, in e, for atoms 1 through 5: number 1, H, carries 0.21; number 2, H, carries 0.22; number 3, H, carries 0.23; number 4, H, carries 0.23; number 5, H, carries 0.24

---

Repeat the second record exactly.
DFT (wB97M-V/def2-TZVPD) results for a single C9H10 molecule at a distorted geometry.

As for the HOMO energy (spin up / spin down): -7.53 / -7.33 eV. Its strongest force on any atom is 4.49 eV/Å. For the gap between HOMO and LUMO (spin up / spin down), the calculation gives 7.1 / 8.1 eV. Its multiplicity is 1.

Geometry (Å):
H (0.301, 1.873, -1.467)
C (0.196, 0.851, -1.207)
H (-1.760, 1.168, -2.161)
H (-1.421, -1.009, 1.797)
C (1.207, 0.377, -0.193)
H (-2.860, -0.331, -0.261)
C (0.440, -0.407, 0.817)
C (1.159, -1.101, 1.691)
H (0.849, -1.719, 2.554)
H (-1.362, 0.719, 1.266)
C (3.751, 0.792, -0.642)
C (-1.053, -0.299, 0.961)
H (0.589, 0.435, -2.123)
C (-1.803, -0.443, -0.403)
C (-1.268, 0.530, -1.469)
H (-1.729, -1.459, -0.848)
H (2.322, -0.975, 1.528)
H (4.802, 0.633, -0.617)
C (2.556, 0.565, -0.428)

Results of the natural (NBO) charge analysis, in e, for atoms 1 through 5: number 1, H, carries 0.24; number 2, C, carries -0.54; number 3, H, carries 0.20; number 4, H, carries 0.23; number 5, C, carries -0.07

---

> Number 4 is which compound?

C9H10Br2O

---

What did the fourth record say?
DFT (wB97M-V/def2-TZVPD) results for a single C9H10Br2O molecule at a distorted geometry.

As for the HOMO energy (spin up / spin down): -6.32 / -8.67 eV. Its strongest force on any atom is 5.39 eV/Å. For the gap between HOMO and LUMO (spin up / spin down), the calculation gives 5.4 / 9.1 eV. Its multiplicity is 1.

Geometry (Å):
H (0.923, -0.759, -1.155)
H (-1.742, -1.301, -1.228)
H (0.280, 3.708, -0.694)
H (0.831, -2.986, 1.707)
H (-0.969, 3.676, -2.043)
C (-0.173, -0.533, 2.144)
H (-0.688, -3.099, 0.670)
C (-1.211, -0.331, -1.092)
C (-0.506, 1.798, -1.092)
C (1.364, -0.417, 1.781)
C (0.322, -2.570, 0.847)
H (-2.539, 1.290, -1.623)
H (2.087, -1.077, 2.258)
Br (-0.925, -1.569, 3.565)
C (0.147, -0.227, -0.469)
H (1.525, 0.634, 1.604)
H (0.780, 2.892, -2.066)
Br (1.455, -3.259, -0.649)
C (-0.154, 3.149, -1.528)
O (0.506, 1.077, -0.580)
C (0.318, -1.055, 0.889)
C (-1.633, 0.960, -1.247)

Results of the natural (NBO) charge analysis, in e, for atoms 1 through 5: number 1, H, carries 0.21; number 2, H, carries 0.22; number 3, H, carries 0.23; number 4, H, carries 0.23; number 5, H, carries 0.24